The following is a DFT calculation (the ωB97M-V functional and the def2-TZVPD basis) of one molecule with the formula C11H15NO at a distorted geometry.

## Properties
* structure (SMILES): COc1cccc2c1C[C@@H](N)CC2
* 2S+1: 1
* molar mass: 177.25 g mol⁻¹
* calculated total energy: -15186.181 eV

Each line ends with the natural charge from an NBO analysis.
Element x y z (Å)
C: 1.995 2.615 -0.195  -0.25
O: 1.377 1.642 -0.918  -0.50
C: 0.115 1.521 -0.552  0.27
C: -0.937 2.280 -0.823  -0.26
C: -2.196 1.870 -0.590  -0.20
C: -2.392 0.589 -0.059  -0.21
C: -1.329 -0.190 0.290  -0.01
C: -0.074 0.207 -0.115  -0.02
C: 1.110 -0.789 -0.131  -0.44
C: 0.821 -2.227 0.107  -0.05
N: 2.068 -2.951 0.365  -0.83
C: -0.298 -2.386 1.193  -0.41
C: -1.620 -1.526 1.005  -0.42
H: 2.124 2.410 0.864  0.17
H: 1.475 3.632 -0.309  0.17
H: 3.039 2.743 -0.504  0.19
H: -0.708 3.248 -1.274  0.21
H: -2.982 2.464 -0.879  0.21
H: -3.402 0.243 -0.172  0.21
H: 1.644 -0.713 -1.081  0.24
H: 1.736 -0.338 0.594  0.21
H: 0.462 -2.749 -0.818  0.18
H: 1.967 -3.871 0.803  0.36
H: 2.687 -2.424 0.918  0.35
H: -0.542 -3.502 1.349  0.20
H: 0.032 -2.055 2.185  0.19
H: -2.266 -2.058 0.343  0.21
H: -1.931 -1.292 1.995  0.22